1.
Computed, not measured: a structure of composition C20H31N3O2S, with ωB97M-V/def2-TZVPD.

Last column: Mulliken charge in e.
CARTESIAN COORDINATES (ANGSTROEM)
C1 -1.901 3.989 1.648  -1.268
C2 -1.880 3.925 0.125  -0.757
C3 -1.477 2.551 -0.414  0.639
C4 0.049 2.411 -0.280  -1.776
N1 0.575 1.064 -0.397  0.584
C5 1.239 0.636 -1.616  -1.355
C6 0.275 0.211 0.619  0.188
O1 -0.334 0.602 1.606  -0.692
C7 0.695 -1.237 0.448  -1.651
C8 0.724 -2.011 1.759  0.893
C9 0.532 -3.512 1.531  -0.973
C10 0.449 -4.268 2.855  -0.794
C11 1.671 -4.004 3.731  -0.644
C12 1.886 -2.505 3.932  -1.283
C13 1.982 -1.801 2.594  0.864
C14 2.784 -0.541 2.524  -0.525
C15 3.341 -1.819 1.947  -0.857
N2 -1.941 2.456 -1.798  -0.075
C16 -1.935 1.315 -2.536  0.454
O2 -1.678 0.216 -2.076  -0.567
C17 -2.329 1.488 -3.966  0.354
C18 -3.183 2.438 -4.451  -0.370
S1 -3.375 2.218 -6.116  -0.003
N3 -2.369 0.924 -6.211  -0.656
C19 -1.892 0.627 -5.026  0.089
C20 -0.958 -0.531 -4.877  -0.882
H1 -2.161 4.991 1.989  0.407
H2 -2.637 3.292 2.049  0.329
H3 -0.939 3.724 2.085  0.299
H4 -2.876 4.168 -0.254  0.402
H5 -1.196 4.680 -0.279  0.367
H6 -1.956 1.759 0.161  0.323
H7 0.527 3.035 -1.039  0.497
H8 0.333 2.800 0.698  0.360
H9 0.755 -0.239 -2.047  0.478
H10 1.177 1.440 -2.346  0.380
H11 2.297 0.420 -1.445  0.401
H12 -0.047 -1.680 -0.226  0.445
H13 1.649 -1.306 -0.076  0.522
H14 -0.118 -1.647 2.357  0.536
H15 -0.376 -3.683 0.946  0.441
H16 1.372 -3.897 0.938  0.294
H17 -0.451 -3.943 3.389  0.296
H18 0.337 -5.339 2.673  0.416
H19 1.563 -4.507 4.695  0.385
H20 2.559 -4.427 3.249  0.315
H21 1.050 -2.083 4.500  0.323
H22 2.793 -2.322 4.513  0.380
H23 2.484 0.236 1.833  0.049
H24 3.214 -0.168 3.445  0.281
H25 4.141 -2.315 2.482  0.318
H26 3.418 -1.899 0.870  0.202
H27 -1.980 3.322 -2.312  0.365
H28 -3.712 3.203 -3.903  0.467
H29 -0.032 -0.222 -4.391  0.136
H30 -1.404 -1.300 -4.249  0.270
H31 -0.733 -0.938 -5.860  0.379

The molar mass comes out at 377.55 g mol⁻¹. The highest occupied orbital energy is -8.912 eV. The multiplicity is 1. The calculation puts the energy above the lowest of the compared OMol25 structures with the same formula, charge and spin at 4.4 kcal/mol. The LUMO energy comes out at 0.5 eV. The HOMO-LUMO gap comes out at 9.43 eV.

2.
Computed, not measured: a cluster of 3 separate species, C12H24NO10P2 in total at a distorted geometry, with ωB97M-V/def2-TZVPD.

Last column: Mulliken charge in e.
CARTESIAN COORDINATES (ANGSTROEM)
N1 -1.320 0.438 1.971  -0.362
C1 -0.646 0.217 0.756  0.236
O1 -0.689 -0.869 0.238  -0.516
C2 0.157 1.319 0.079  -0.287
C3 0.224 2.687 0.764  -0.746
P1 -1.289 3.686 0.568  -0.034
C4 -2.626 2.888 -0.356  -0.749
P2 -4.262 2.753 0.501  0.979
O2 -5.214 3.619 -0.166  -0.609
O3 -4.650 1.198 0.471  -0.478
O4 -4.072 3.079 2.045  -0.523
H1 -2.282 0.117 1.923  0.301
H2 -1.277 1.382 2.334  0.216
H3 -0.240 1.405 -0.933  0.471
H4 1.170 0.935 -0.038  0.054
H5 0.400 2.552 1.833  0.580
H6 1.067 3.258 0.373  0.507
H7 -1.750 4.172 1.793  0.222
H8 -0.932 4.823 -0.158  0.187
H9 -2.313 1.905 -0.705  0.352
H10 -2.828 3.507 -1.230  0.549
H11 -4.096 0.666 -0.116  0.359
H12 -3.651 2.367 2.549  0.361
C5 7.007 1.219 -1.354  -1.436
C6 5.818 1.124 -0.435  0.459
C7 4.646 0.321 -0.954  -0.541
O5 3.535 0.948 -0.274  -0.253
C8 3.894 2.224 -0.012  0.626
O6 3.134 3.062 0.385  -0.588
O7 5.191 2.420 -0.249  -0.345
H13 7.537 0.268 -1.381  0.388
H14 6.700 1.480 -2.367  0.351
H15 7.693 1.990 -1.007  0.362
H16 6.122 0.771 0.553  0.259
H17 4.688 -0.736 -0.709  0.331
H18 4.500 0.446 -2.028  0.302
C9 -3.870 -4.486 -0.679  -1.393
C10 -2.603 -4.908 0.022  0.530
C11 -1.359 -4.125 -0.336  -0.325
O8 -0.325 -5.086 -0.104  -0.325
C12 -0.862 -6.323 -0.276  0.622
O9 -0.239 -7.329 -0.335  -0.516
O10 -2.215 -6.234 -0.372  -0.362
H19 -4.225 -3.535 -0.279  0.329
H20 -3.704 -4.378 -1.752  0.354
H21 -4.650 -5.233 -0.540  0.368
H22 -2.753 -4.918 1.106  0.271
H23 -1.201 -3.242 0.276  0.184
H24 -1.340 -3.845 -1.393  0.278

The molar mass comes out at 404.27 g mol⁻¹. The net charge is +1. The highest occupied orbital energy is -12.437 eV. The multiplicity is 1. The LUMO energy comes out at -3.7 eV. The HOMO-LUMO gap comes out at 8.73 eV.

3.
Computed, not measured: a structure of composition C54H48N7O6P2S2Sr at a distorted geometry, with ωB97M-V/def2-TZVPD.

Last column: Mulliken charge in e.
CARTESIAN COORDINATES (ANGSTROEM)
Sr1 -0.768 -0.975 0.677  4.567
O1 -2.222 2.232 -1.297  -0.782
S1 -1.151 1.386 -0.679  1.823
C1 -2.094 -0.058 -0.844  0.379
C2 -2.751 -0.383 -1.993  -0.013
C3 -4.040 -0.851 -1.864  -1.335
C4 -4.628 -1.008 -0.613  -1.383
C5 -3.958 -0.651 0.539  -1.216
C6 -2.696 -0.139 0.385  0.186
P1 -1.842 1.025 1.320  2.125
C7 -2.440 0.542 2.866  0.340
C8 -2.910 -0.676 3.284  -0.752
C9 -3.433 -0.732 4.562  -0.926
C10 -3.417 0.399 5.362  -1.041
C11 -2.790 1.579 4.966  -1.087
C12 -2.298 1.650 3.692  0.003
C13 -2.644 2.536 1.118  0.634
C14 -1.969 3.699 0.810  -0.164
C15 -2.708 4.796 0.451  -0.831
C16 -4.078 4.670 0.260  -0.704
C17 -4.716 3.455 0.445  -0.844
C18 -3.993 2.380 0.905  -0.346
C19 -0.070 1.046 -2.046  -0.919
C20 -0.477 1.668 -3.201  -0.724
C21 0.158 1.365 -4.386  -1.205
C22 1.197 0.446 -4.358  -0.875
C23 1.634 -0.131 -3.177  -0.571
C24 1.007 0.173 -1.971  -0.294
P2 1.530 -0.289 -0.298  5.675
C25 3.053 -1.300 -0.950  -0.856
C26 2.551 -2.563 -1.279  1.211
C27 3.366 -3.488 -1.904  -0.797
C28 4.697 -3.179 -2.164  -0.850
C29 5.207 -1.948 -1.794  -0.879
C30 4.382 -1.000 -1.202  -1.011
C31 2.358 1.174 0.369  -0.178
C32 1.747 2.403 0.124  -0.176
C33 2.109 3.523 0.845  -0.709
C34 2.948 3.372 1.933  -0.819
C35 3.475 2.129 2.255  -0.687
C36 3.200 1.034 1.459  -0.504
H1 -2.289 -0.098 -2.926  0.447
H2 -4.626 -1.024 -2.751  0.530
H3 -5.657 -1.324 -0.532  0.536
H4 -4.431 -0.618 1.518  0.824
H5 -2.849 -1.521 2.600  1.249
H6 -3.864 -1.652 4.920  0.470
H7 -3.873 0.357 6.339  0.432
H8 -2.712 2.425 5.636  0.475
H9 -1.694 2.475 3.250  0.349
H10 -0.873 3.685 0.848  0.228
H11 -2.208 5.739 0.258  0.451
H12 -4.648 5.523 -0.092  0.357
H13 -5.765 3.326 0.203  0.444
H14 -4.430 1.388 1.054  0.247
H15 -1.313 2.358 -3.119  0.634
H16 -0.165 1.836 -5.307  0.429
H17 1.689 0.179 -5.282  0.474
H18 2.452 -0.831 -3.186  0.349
H19 1.482 -2.720 -0.961  -0.745
H20 2.975 -4.455 -2.173  0.375
H21 5.335 -3.906 -2.648  0.377
H22 6.245 -1.709 -1.981  0.377
H23 4.790 -0.029 -0.943  0.446
H24 0.936 2.492 -0.635  0.185
H25 1.622 4.471 0.634  0.458
H26 3.160 4.235 2.552  0.387
H27 4.065 1.996 3.152  0.428
H28 3.543 0.033 1.696  0.349
N1 2.129 -3.372 1.540  0.157
C37 2.123 -3.014 2.948  -0.763
C38 1.453 -1.676 3.295  0.867
O2 1.747 -1.114 4.343  -0.801
N2 0.592 -1.226 2.345  0.041
C39 0.300 0.163 2.576  -1.701
C40 -0.120 0.944 1.435  -0.347
O3 0.055 2.272 1.692  -0.513
O4 0.180 0.506 0.208  -2.244
H29 2.754 -2.706 1.078  0.419
H30 1.186 -3.140 1.140  -1.165
H31 3.153 -2.937 3.306  0.702
H32 1.631 -3.811 3.502  -0.363
H33 1.160 0.745 2.934  1.026
H34 -0.500 0.338 3.320  1.171
C41 -1.750 -7.400 1.948  -1.510
C42 -0.873 -6.560 1.029  0.170
C43 0.320 -6.013 1.808  -0.428
N3 -0.156 -5.347 2.978  0.516
C44 -0.833 -4.230 2.926  -0.125
S2 -1.089 -3.359 1.284  -0.623
N4 -1.302 -3.622 4.039  0.183
C45 -0.787 -3.419 5.343  0.441
O5 -1.276 -2.556 6.025  -0.565
C46 0.256 -4.353 5.837  0.488
C47 1.494 -3.849 6.224  -0.644
C48 2.434 -4.696 6.784  -0.721
C49 2.141 -6.033 6.990  -0.559
C50 0.904 -6.535 6.619  -0.445
C51 -0.038 -5.702 6.040  -0.429
H35 -2.475 -7.960 1.369  0.453
H36 -2.279 -6.737 2.617  0.241
H37 -1.159 -8.108 2.526  0.303
H38 -1.404 -5.676 0.673  0.079
H39 -0.492 -7.162 0.214  0.626
H40 0.812 -5.261 1.189  -0.062
H41 0.966 -6.829 2.121  0.561
H42 0.019 -5.770 3.894  0.006
H43 -1.907 -2.853 3.761  -0.491
H44 1.713 -2.809 6.050  0.585
H45 3.399 -4.305 7.064  0.442
H46 2.870 -6.683 7.449  0.401
H47 0.677 -7.576 6.783  0.428
H48 -1.021 -6.078 5.801  0.478
O6 -0.917 -2.325 -0.810  -0.874
N5 -1.214 -3.017 -1.904  -1.291
C52 -0.649 -4.160 -2.157  1.153
C53 0.327 -4.896 -1.425  0.170
N6 1.115 -5.672 -1.107  -0.737
C54 -1.003 -4.775 -3.388  -0.124
N7 -1.262 -5.266 -4.393  -0.609

The molar mass comes out at 1104.72 g mol⁻¹. The net charge is -1. The highest occupied orbital energy is -4.052 eV. The multiplicity is 1. The calculation puts the energy above the lowest of the compared OMol25 structures with the same formula, charge and spin at 515.7 kcal/mol. The LUMO energy comes out at 2.0 eV. The HOMO-LUMO gap comes out at 6.06 eV.

4.
Computed, not measured: a cluster of 2 separate species, C5H10O2 in total, with ωB97M-V/def2-TZVPD.

Last column: Mulliken charge in e.
CARTESIAN COORDINATES (ANGSTROEM)
C1 -1.119 0.882 -0.237  -0.378
O1 -1.306 -0.092 -1.249  -0.408
C2 -1.253 -1.366 -0.620  -0.612
C3 -0.235 -1.225 0.492  -0.262
C4 1.019 -0.527 0.100  -0.916
C5 -0.122 0.255 0.725  -0.219
H1 -0.798 1.811 -0.722  0.285
H2 -2.064 1.081 0.296  0.282
H3 -0.972 -2.092 -1.388  0.311
H4 -2.231 -1.636 -0.194  0.307
H5 -0.230 -1.912 1.331  0.405
H6 1.208 -0.388 -0.964  0.353
H7 1.918 -0.702 0.684  0.363
H8 -0.053 0.653 1.734  0.510
O2 2.386 1.948 0.187  -0.683
H9 2.228 1.809 -0.755  0.328
H10 1.624 1.503 0.580  0.333

The molar mass comes out at 102.13 g mol⁻¹. The highest occupied orbital energy is -10.069 eV. The multiplicity is 1. The calculation puts the energy above the lowest of the compared OMol25 structures with the same formula, charge and spin at 51.2 kcal/mol. The LUMO energy comes out at 0.9 eV. The HOMO-LUMO gap comes out at 11.00 eV.

Among the records above, which one has the highest HOMO-LUMO gap? C5H10O2

highest occupied orbital energy of number 2 (C12H24NO10P2)? -12.437 eV

The highest LUMO energy belongs to which entry? C54H48N7O6P2S2Sr